Entry from the Open Molecules 2025 dataset: 16 unconnected molecules or ions with the total composition C64H170ClN12O27 in a non-equilibrium geometry (ωB97M-V/def2-TZVPD).

```
274
Properties=species:S:1:pos:R:3:forces:R:3
Cl -0.005715 0.048548 -1.206218 -0.506 -0.802 -0.105
O 0.663785 -0.913502 -2.045708 -0.724 -0.879 -0.233
O 0.981515 0.999428 -0.876158 0.887 2.323 0.336
O -1.145225 0.635808 -1.939228 0.827 -0.390 0.841
O -0.457575 -0.533132 0.049012 -0.514 -0.293 -0.701
C 4.168135 -2.866372 1.634322 -0.302 1.094 0.193
O 4.021625 -1.494622 2.139202 0.477 -0.981 -0.768
C 3.230705 -0.637602 1.297862 1.495 1.684 0.247
C 3.598775 0.836118 1.676102 -0.706 -0.185 1.159
N 4.952855 1.264428 1.427152 0.868 -0.488 -1.337
C 5.343125 2.485348 2.146222 0.314 -0.997 -0.351
C 6.674985 3.019038 1.656092 0.331 0.657 -0.023
O 6.528885 3.711678 0.416072 0.719 -0.050 0.663
C 7.662845 4.525158 0.126812 -0.877 0.302 -0.625
H 4.487955 -2.877622 0.592362 -0.396 0.228 -0.271
H 3.229485 -3.397732 1.791422 0.015 -0.050 -0.200
H 4.959605 -3.420622 2.138792 -0.047 0.500 0.604
H 2.159205 -0.751602 1.462122 -0.063 -0.258 -0.275
H 3.538285 -0.698602 0.253942 -0.361 -0.695 -0.283
H 3.565815 0.885408 2.764492 -1.218 0.071 0.431
H 2.942015 1.572568 1.213062 -0.492 -0.328 0.109
H 5.464955 0.478348 1.801212 0.829 0.036 0.016
H 5.389505 2.226358 3.203992 0.256 0.395 0.280
H 4.606145 3.281678 2.042192 -0.184 -0.135 -0.172
H 7.504715 2.319458 1.555002 -0.301 -0.747 -0.062
H 7.065935 3.725028 2.388782 -0.180 0.393 0.299
H 8.603555 4.000298 -0.039548 -0.050 -0.425 0.325
H 7.768095 5.298308 0.887912 0.190 0.014 0.198
H 7.418245 5.014278 -0.816068 0.045 0.099 -0.012
C -1.041355 5.062588 1.947552 -0.867 1.157 -0.101
O -0.450885 5.265718 3.225442 0.344 0.189 -0.002
C -0.798095 6.519678 3.848912 0.559 -0.343 -0.733
C -0.032255 6.714498 5.166732 -0.425 -0.427 -1.075
N 1.435875 6.672618 5.101222 -1.711 -0.439 0.130
C 2.078765 7.546008 4.139652 1.453 -1.365 1.747
C 3.612405 7.283388 4.420922 -1.425 0.474 -1.795
O 4.027625 5.925918 4.092432 -0.499 1.832 1.085
C 5.409715 5.760308 4.305552 0.234 -1.578 -0.424
H -1.028785 5.948648 1.312852 0.687 0.490 0.026
H -2.120705 4.958418 2.058232 -0.236 -0.778 0.127
H -0.598255 4.280368 1.331192 0.136 -0.307 0.702
H -1.867525 6.565138 4.054692 -0.254 -0.123 0.073
H -0.581095 7.322888 3.144732 0.081 0.175 -0.225
H -0.433435 5.903178 5.774122 0.524 0.090 0.575
H -0.397355 7.671588 5.539262 0.196 0.109 0.325
H 1.666495 5.716278 4.872502 0.270 -0.156 0.003
H 1.869275 8.569868 4.449382 0.086 0.197 -0.278
H 1.813135 7.381158 3.095442 0.036 0.003 -0.200
H 3.819755 7.568918 5.452222 0.157 -0.298 0.013
H 4.025605 8.004338 3.715512 1.103 -0.044 0.075
H 5.568435 4.681918 4.305462 -0.010 -0.241 -0.448
H 5.849245 5.990368 5.276112 -0.516 0.978 0.225
H 5.992505 6.168938 3.480032 0.132 0.354 0.066
C 0.308075 -5.876592 2.551752 -1.345 -0.209 -0.741
O 0.211595 -5.926852 1.079242 1.046 1.774 2.233
C 1.106505 -4.898262 0.585142 0.267 -0.739 -2.177
C 0.799345 -4.648362 -0.949228 -0.327 0.747 1.582
N 0.810385 -5.847432 -1.716628 0.008 -0.350 0.299
C 0.543615 -5.622042 -3.139498 -0.493 -0.469 1.548
C -0.906465 -5.188772 -3.531898 1.199 -1.364 -0.152
O -1.719945 -6.410722 -3.405318 0.507 2.067 0.251
C -2.967435 -6.234372 -4.046508 0.215 -0.627 -0.412
H -0.218315 -5.007992 2.947422 -0.274 0.258 -0.292
H 1.286075 -5.780962 3.023402 0.527 -0.431 -0.748
H -0.228635 -6.748492 2.925702 0.257 -0.128 -0.055
H 2.096175 -5.328732 0.737942 0.387 0.013 -0.462
H 1.161315 -3.946762 1.114052 -0.951 0.065 0.322
H 1.410585 -3.861212 -1.390698 0.854 -0.274 0.245
H -0.154155 -4.132422 -1.062068 -0.655 -0.011 0.625
H 0.132775 -6.466082 -1.294458 -0.075 -0.398 -0.182
H 0.707625 -6.627942 -3.525968 0.069 0.340 -0.900
H 1.349925 -4.923732 -3.363848 -0.348 -0.033 -1.036
H -0.836215 -4.846532 -4.564388 -0.297 -0.336 -0.479
H -1.304215 -4.320782 -3.006088 -0.208 -0.314 0.582
H -3.400425 -5.241152 -3.927628 0.017 0.059 0.265
H -3.654775 -7.002412 -3.691868 -0.025 0.128 0.240
H -2.811085 -6.435832 -5.106258 -0.184 0.204 -0.365
C -8.329045 -1.947862 -4.425278 -0.327 -0.006 1.870
O -7.680915 -0.858022 -3.750088 -0.219 -0.511 -1.120
C -6.324895 -1.121852 -3.409378 0.549 1.454 0.223
C -5.609235 0.254568 -3.202398 -0.408 -1.270 0.273
N -5.968865 0.883328 -1.960658 -0.063 1.434 -0.399
C -5.245325 2.151538 -1.791878 -0.910 -0.713 2.067
C -5.540725 2.601468 -0.336118 -1.898 1.113 -1.972
O -5.217825 1.703098 0.642932 0.967 -0.106 0.644
C -3.838115 1.468058 0.833312 -0.461 0.201 0.310
H -9.393325 -1.790352 -4.600208 0.154 1.294 -0.737
H -8.528795 -2.700352 -3.662418 1.001 -0.960 -0.011
H -7.811645 -2.312592 -5.312618 0.072 0.007 0.091
H -5.769005 -1.684122 -4.159668 -0.297 0.043 -0.453
H -6.228915 -1.698542 -2.489428 -0.351 -0.158 0.307
H -5.879985 0.914818 -4.026338 -0.030 -0.009 -0.102
H -4.525015 0.142418 -3.204278 0.346 -0.459 -0.493
H -5.869475 0.321538 -1.127228 -0.035 -0.262 -0.185
H -5.638105 2.921298 -2.456178 0.163 -0.051 -0.177
H -4.161425 2.064468 -1.867288 0.374 -0.056 -0.593
H -6.622225 2.691528 -0.234378 -0.270 -0.178 -0.289
H -5.243565 3.642608 -0.210258 1.012 0.071 0.529
H -3.401565 2.437958 1.071692 0.637 -0.115 0.004
H -3.384995 1.002108 -0.041718 0.280 0.015 0.062
H -3.824345 0.807148 1.699972 0.528 -0.019 -0.057
C 6.072965 -0.904922 -4.745678 0.287 0.448 0.059
O 5.663825 -2.085892 -4.108778 0.102 -0.225 -0.935
C 4.556195 -1.873242 -3.243758 0.645 -1.710 0.160
C 3.753315 -3.214332 -3.309108 0.044 1.476 -1.232
N 3.093805 -3.328112 -4.662338 0.251 -1.015 1.711
C 1.824595 -2.646492 -4.670308 -0.303 0.974 -0.610
C 0.953455 -2.926682 -5.898758 0.957 0.203 1.795
O 1.499365 -2.183542 -6.981708 -0.683 -0.387 -0.919
C 2.054865 -2.940672 -8.035448 0.534 -1.417 0.419
H 5.274575 -0.503202 -5.369628 -0.128 0.168 -0.104
H 6.951665 -1.071212 -5.368848 -0.073 -0.421 -0.023
H 6.374755 -0.164832 -4.004538 -0.080 0.274 0.137
H 3.980615 -1.000592 -3.552438 -0.218 -0.108 0.036
H 5.044945 -1.717072 -2.282068 -0.652 0.273 0.545
H 3.006045 -3.204992 -2.515638 -0.073 -0.219 -0.150
H 4.434765 -4.057352 -3.194908 0.048 0.123 0.186
H 3.757985 -2.973552 -5.335578 -0.069 0.209 -0.164
H 1.964405 -1.565522 -4.677748 -0.138 0.398 0.255
H 1.244395 -2.870912 -3.775258 0.125 -0.138 0.060
H -0.032075 -2.559112 -5.612888 -0.235 0.123 -0.602
H 0.929665 -4.014522 -5.963178 -0.020 -0.102 -0.987
H 2.752115 -2.410802 -8.684438 -0.530 0.851 0.036
H 1.310355 -3.460892 -8.638088 -0.148 0.084 -0.054
H 2.727135 -3.675132 -7.591908 -0.112 -0.552 0.035
C 4.005895 2.720268 -1.645208 0.458 0.276 -1.034
C 4.733675 1.514538 -2.206508 -0.708 -0.066 1.164
O 5.815135 1.070248 -1.348198 0.001 0.249 -2.023
O 4.892495 3.841288 -1.681198 -0.683 0.063 0.353
H 3.580845 2.447988 -0.679138 0.217 0.421 0.421
H 3.164875 3.011318 -2.274558 -0.084 -0.304 -0.148
H 5.070305 1.774268 -3.210158 0.504 -0.270 0.166
H 3.944525 0.765778 -2.275088 0.130 -0.518 -0.172
H 5.581085 1.137768 -0.419618 -0.698 0.179 0.645
H 5.547895 3.640048 -1.009218 0.421 0.069 0.263
C -1.269865 4.582208 -2.281148 1.403 0.171 0.250
C 0.268965 4.765978 -2.373878 0.047 0.474 0.887
O 0.648895 6.100458 -2.047798 -2.064 0.135 -0.649
O -1.983935 5.046568 -3.393878 -0.299 -0.096 -1.169
H -1.689135 5.159238 -1.456928 0.450 -0.403 0.769
H -1.435215 3.509618 -2.179618 -0.353 0.054 0.083
H 0.674695 4.449218 -3.334688 -0.352 0.069 -0.437
H 0.795735 4.149608 -1.645378 -0.432 -0.677 0.235
H 1.593785 6.129178 -1.880538 1.152 0.052 -0.003
H -1.811735 5.986768 -3.483138 0.103 0.089 -0.046
C 2.207065 0.971768 -7.400278 0.993 -1.679 0.984
C 1.506055 1.298098 -6.071378 -0.312 -0.760 -1.034
O 0.912025 2.550018 -6.136618 0.596 0.836 -0.254
O 3.106145 -0.149722 -7.156968 1.126 1.111 -0.159
H 2.873115 1.772078 -7.722758 -0.256 0.220 0.064
H 1.539025 0.696148 -8.216278 -0.342 0.307 0.113
H 2.166595 1.159568 -5.215448 0.514 0.183 -0.067
H 0.691585 0.590398 -5.916748 0.039 -0.642 -0.029
H 0.143725 2.431918 -5.573258 -1.015 0.526 0.453
H 2.772345 -1.037412 -7.305898 -0.830 0.759 0.285
C -3.674515 -6.699982 1.893012 -0.077 0.842 -1.855
C -3.460085 -6.200042 0.360282 0.299 -0.110 2.489
C -3.128265 -4.692832 0.304232 -1.571 -0.088 0.393
O -3.217205 -4.235712 -1.001668 -0.537 0.326 -1.559
C -2.791775 -2.876752 -1.165978 0.044 -1.011 0.286
N -2.306255 -6.892992 -0.143188 -0.028 -0.487 -0.867
H -3.782775 -7.779672 1.996202 0.162 -0.023 -0.512
H -4.579115 -6.266632 2.319632 0.204 0.234 0.191
H -2.770925 -6.408512 2.428422 -0.159 0.113 0.269
H -4.340755 -6.436282 -0.236968 -0.064 0.161 -0.001
H -2.122895 -4.468392 0.660522 0.167 -0.246 0.621
H -3.888555 -4.132232 0.848102 0.064 0.202 0.701
H -3.196925 -2.516312 -2.111508 0.416 -0.104 -0.107
H -1.705415 -2.930702 -1.095068 0.099 0.833 -0.351
H -3.159255 -2.202452 -0.392428 -0.151 -0.078 0.323
H -1.526185 -6.353932 0.204672 0.542 -0.391 0.243
H -2.310325 -6.669502 -1.128138 0.330 -0.331 -0.614
C -2.311625 1.717958 -6.829028 -1.612 -0.820 -0.607
C -2.489535 1.408618 -5.350128 -0.355 -2.370 -1.295
C -2.414735 -0.119572 -5.011988 -0.566 0.838 0.230
O -3.535715 -0.746192 -5.608128 0.111 -1.126 -0.723
C -3.518925 -2.159782 -5.457868 -0.600 -0.060 -0.410
N -1.496505 2.140868 -4.673868 0.606 0.650 0.913
H -1.413085 1.275078 -7.258658 0.125 0.277 0.147
H -2.440765 2.766848 -7.095988 0.632 0.248 0.442
H -3.177265 1.293078 -7.337198 0.023 -0.466 -0.284
H -3.507155 1.642228 -5.037108 -0.280 0.363 -0.001
H -2.570245 -0.240852 -3.939978 0.476 0.214 0.388
H -1.474295 -0.611872 -5.259608 0.213 0.096 -0.376
H -2.770075 -2.710932 -6.026678 0.841 0.491 0.032
H -4.420165 -2.590622 -5.894058 -0.450 0.462 0.140
H -3.485885 -2.488302 -4.419078 0.177 0.164 0.275
H -1.425045 1.815118 -3.720518 0.157 0.217 0.469
H -1.900945 3.065958 -4.701018 0.699 0.704 0.649
C 1.939065 -5.893582 6.204232 0.510 0.667 0.384
C 3.259445 -5.109272 5.993502 -1.005 0.726 -1.461
C 3.213735 -3.568172 5.850672 -1.259 -0.468 -0.703
O 2.508905 -3.177232 4.657512 -0.069 0.147 0.533
C 2.265285 -1.779712 4.670322 0.166 0.884 0.277
N 4.208255 -5.408012 7.004992 1.164 -0.999 0.968
H 2.155155 -6.959862 6.137602 0.004 -0.068 -0.523
H 1.219705 -5.565742 5.453802 -0.083 -0.263 0.064
H 1.513215 -5.819002 7.204832 -0.003 0.609 0.074
H 3.613145 -5.503962 5.041022 0.075 0.248 -0.567
H 4.215175 -3.145292 5.770722 0.321 -0.159 0.202
H 2.715825 -3.133432 6.717382 -0.022 0.061 0.249
H 3.086335 -1.207442 5.102152 0.670 -0.171 -0.248
H 1.461395 -1.424842 5.315232 -0.669 -0.705 0.158
H 2.088755 -1.353812 3.682622 0.050 -0.586 -0.066
H 5.109985 -5.028792 6.753632 0.162 0.736 0.033
H 4.424655 -6.381952 6.847752 -0.159 -0.635 0.661
C -4.511215 -3.591982 6.679452 0.261 -0.426 -1.551
C -4.997975 -3.981982 5.222962 1.551 1.441 0.359
C -3.873415 -4.078912 4.110472 -0.208 1.612 0.183
O -3.203575 -2.812262 4.064642 -0.090 0.751 0.119
C -2.228705 -2.513242 3.044432 -0.758 -0.639 0.462
N -5.715315 -5.207652 5.276332 -0.622 -1.625 0.244
H -5.393265 -3.642922 7.317812 0.199 -0.064 0.256
H -4.038565 -2.615022 6.780762 -0.322 0.132 -0.428
H -3.721745 -4.284702 6.970952 -0.269 -0.350 0.299
H -5.723525 -3.225752 4.923322 0.458 0.655 -0.305
H -4.389005 -4.222342 3.160902 -0.039 -0.281 -0.099
H -3.125425 -4.865272 4.211662 -0.233 -0.366 0.505
H -1.330415 -3.099832 3.237022 0.195 0.009 -0.197
H -1.991425 -1.449722 3.071192 -0.042 -0.051 0.423
H -2.599255 -2.692712 2.035182 -0.076 -0.286 0.039
H -6.078715 -5.365972 6.205292 0.083 -0.146 0.127
H -6.532195 -5.178052 4.683092 0.048 -0.096 -0.231
C -0.172325 1.600518 3.832192 1.545 -0.650 0.536
C 0.162285 2.100228 5.256852 -0.362 0.992 -0.546
C 1.551495 2.712438 5.451042 1.036 -0.887 -0.458
O 2.521385 1.672898 5.252002 -1.420 -0.862 0.108
C 3.837355 2.008138 5.424052 0.703 1.614 -0.327
N -0.791185 3.162588 5.483832 -0.957 0.523 0.883
H -0.051415 2.433198 3.139282 0.555 -0.026 -0.090
H -1.199675 1.288758 3.643892 -0.053 -0.297 0.682
H 0.525125 0.786268 3.635532 -0.146 -0.081 -0.767
H -0.047035 1.403898 6.068882 0.459 -0.564 -0.289
H 1.720675 3.198908 6.411672 -0.501 -0.364 0.567
H 1.771615 3.529688 4.764202 -0.259 0.036 -0.728
H 4.012165 2.963518 4.929292 0.279 0.290 -0.550
H 4.496165 1.275598 4.957722 -0.166 -0.223 0.304
H 4.139925 2.263958 6.439482 -0.109 -0.633 0.594
H -0.922695 3.629548 4.597972 0.051 0.546 -0.109
H -1.631815 2.612778 5.589472 -0.691 0.513 0.299
C 2.815735 5.320938 0.838262 1.462 1.366 -0.031
C 3.148395 6.625898 0.062552 0.231 -0.144 -0.809
C 4.488895 7.311478 0.505162 -0.621 -1.559 0.420
O 4.821115 8.399098 -0.307558 -0.187 0.744 -0.373
C 5.786205 9.314078 0.190822 -0.646 -0.002 -0.083
N 3.243595 6.408808 -1.410948 -0.356 0.437 1.146
H 1.857735 4.854378 0.608762 0.243 0.083 -0.412
H 2.823845 5.589188 1.894702 -0.081 -0.210 0.173
H 3.697475 4.705838 0.658552 -0.361 -0.706 0.020
H 2.310105 7.298168 0.245392 0.068 0.427 -0.157
H 5.312575 6.612248 0.361172 0.023 -0.663 0.333
H 4.377845 7.492588 1.574252 0.275 0.692 0.225
H 6.265505 9.821928 -0.646118 -0.221 -0.076 -0.138
H 6.588915 8.866468 0.776822 -0.115 -0.342 0.180
H 5.236475 10.048878 0.779012 0.327 0.217 0.306
H 3.594045 7.302598 -1.724658 -0.013 0.099 -0.653
H 3.973075 5.733938 -1.591238 0.208 -0.505 -0.074
C -5.611025 -1.854292 1.838572 -0.818 -1.382 0.114
C -6.696145 -1.591422 0.754042 0.141 1.454 0.567
C -8.013525 -2.405162 0.616142 0.737 -0.174 -0.357
O -8.593855 -2.217832 -0.692848 0.283 -0.212 0.248
C -9.922205 -2.761422 -0.766598 0.975 0.872 0.878
N -7.057315 -0.172612 0.892222 -0.775 -0.262 -0.432
H -5.791005 -1.446362 2.833212 -0.500 0.254 -0.095
H -4.669275 -1.416572 1.507502 -0.009 -0.164 -0.122
H -5.493755 -2.924532 2.008722 0.422 -0.175 -0.164
H -6.116295 -1.673622 -0.165268 -0.391 -0.240 -0.450
H -8.680445 -2.121392 1.430252 -0.424 0.423 -0.034
H -7.859665 -3.473462 0.768402 0.334 -0.320 -0.065
H -9.896165 -3.781212 -0.382598 -0.379 -0.134 0.082
H -10.359185 -2.742592 -1.764998 0.610 0.090 -0.154
H -10.501495 -2.076562 -0.147328 -0.655 -0.440 0.228
H -7.658345 -0.016492 1.688772 -0.225 -0.284 0.163
H -6.241765 0.399778 1.057582 -0.073 -0.022 -0.189
```
Positions in Å, forces in eV/Å.

Net charge   -1
Strongest force on any atom   0.059 Eh/bohr
Calculated total energy   -5688.46210 Ha
2S+1   1